Density functional theory data (ωB97M-V/def2-TZVPD) for a structure of composition C4H6Br2O in a non-equilibrium geometry.

Last column: Mulliken spin population.
Positions of all 13 atoms, in Å:
C  0.67  1.62  0.01  0.030
C  1.16  0.53  0.70  0.007
C  0.44  -0.72  0.37  0.564
C  -0.99  -0.94  0.12  0.002
O  0.36  1.55  1.30  0.031
Br  1.59  -1.23  -1.44  1.146
Br  0.96  -2.10  1.57  0.190
H  1.30  2.13  -0.59  0.002
H  -0.15  1.52  -0.74  -0.001
H  2.01  0.53  1.33  -0.003
H  -1.69  -0.37  -0.61  0.005
H  -1.47  -1.25  1.06  0.013
H  -0.81  -1.81  -0.49  0.013

As for the total charge: 0. The calculation puts the energy at -5379.013673 a.u. As for the spin multiplicity: 3. The calculation puts the molar mass at 229.9 g/mol. The calculation puts the frontier orbital gap (spin up / spin down) at 7.2 / 6.2 eV.

Density functional theory data (ωB97M-V/def2-TZVPD) for a cluster of 2 separate species, C20H22ClNO2S in total in a non-equilibrium geometry.

Last column: Löwdin charge in e.
Positions of all 47 atoms, in Å:
C  1.13  4.30  1.50  -0.152
C  2.35  3.77  2.26  -0.155
C  2.46  2.27  1.92  -0.140
N  1.53  2.05  0.82  -0.126
C  1.34  0.85  0.25  -0.071
C  0.44  0.65  -0.80  -0.091
C  0.53  -0.46  -1.67  -0.146
C  -0.13  -0.37  -2.99  -0.237
C  0.48  -0.87  -4.16  -0.055
C  -0.23  -0.90  -5.36  -0.081
C  -1.56  -0.47  -5.41  -0.088
C  -2.16  0.07  -4.27  -0.082
C  -1.45  0.13  -3.06  -0.035
C  0.67  3.19  0.53  -0.153
H  0.30  4.51  2.18  0.105
H  1.34  5.23  0.95  0.108
H  3.26  4.30  1.96  0.109
H  2.25  3.90  3.34  0.106
H  3.48  1.98  1.64  0.123
H  2.19  1.63  2.79  0.120
H  1.95  0.01  0.61  0.128
H  -0.34  1.41  -0.95  0.090
H  1.38  -1.13  -1.55  0.086
H  1.52  -1.19  -4.12  0.113
H  0.26  -1.28  -6.26  0.104
H  -2.12  -0.54  -6.34  0.102
H  -3.21  0.38  -4.30  0.103
H  -1.94  0.52  -2.17  0.113
H  -0.39  2.92  0.67  0.124
H  0.77  3.51  -0.52  0.127
Cl  0.42  -3.50  -2.16  0.660
C  0.01  -2.38  -0.91  -0.713
S  0.50  -3.08  0.66  0.617
C  -0.64  -2.49  1.93  -0.266
C  -0.39  -1.30  2.62  -0.055
C  -1.30  -0.85  3.58  -0.074
C  -2.42  -1.63  3.90  -0.086
C  -2.61  -2.87  3.28  -0.072
C  -1.70  -3.31  2.30  -0.055
O  0.37  -4.52  0.65  -0.339
O  1.77  -2.45  0.99  -0.345
H  -1.08  -2.26  -0.87  0.057
H  0.51  -0.73  2.41  0.092
H  -1.12  0.09  4.09  0.103
H  -3.12  -1.28  4.65  0.106
H  -3.45  -3.50  3.55  0.105
H  -1.82  -4.29  1.84  0.115

As for the total charge: 0. The calculation puts the energy at -1838.801289 a.u. As for the spin multiplicity: 1. The calculation puts the molar mass at 375.9 g/mol. The calculation puts the frontier orbital gap at 7.2 eV.

Density functional theory data (ωB97M-V/def2-TZVPD) for an isolated molecule of C4H9NO2.

Last column: Löwdin charge in e.
Positions of all 16 atoms, in Å:
C  -2.42  0.26  1.01  -0.098
O  -1.15  -0.22  0.65  -0.186
C  -0.70  0.35  -0.55  -0.202
C  0.80  0.33  -0.63  -0.163
N  1.59  0.26  0.44  0.047
C  2.50  -0.81  -0.39  -0.477
O  3.53  -0.40  -0.90  -0.035
H  -2.38  1.33  1.26  0.095
H  -3.16  0.12  0.20  0.093
H  -2.75  -0.30  1.89  0.093
H  -0.97  1.42  -0.61  0.140
H  -1.14  -0.15  -1.43  0.139
H  1.23  0.80  -1.51  0.140
H  1.53  -1.08  -1.19  0.159
H  1.11  -0.15  1.24  0.113
H  2.36  -1.69  0.26  0.143

As for the total charge: 0. The calculation puts the energy at -362.893622 a.u. As for the spin multiplicity: 1. The calculation puts the molar mass at 103.1 g/mol. The calculation puts the frontier orbital gap at 9.1 eV.

Density functional theory data (ωB97M-V/def2-TZVPD) for a structure of composition C12H18AuN4O4SSe in a non-equilibrium geometry.

Last column: Löwdin charge in e.
Positions of all 41 atoms, in Å:
Au  -0.35  -0.82  0.54  0.927
N  -0.90  1.09  1.30  -0.095
C  -0.06  2.26  0.94  -0.109
C  0.14  2.25  -0.56  -0.583
O  1.04  3.11  -0.96  0.100
O  -0.46  1.47  -1.26  0.040
H  -1.84  1.25  0.95  0.116
H  -0.97  0.98  2.31  0.067
H  0.90  2.18  1.46  0.138
H  -0.52  3.20  1.24  0.146
N  2.45  1.73  -2.89  0.002
C  3.37  0.79  -2.21  -0.224
C  2.76  0.19  -0.94  -0.235
N  1.56  -0.64  -1.15  -0.019
H  2.98  2.29  -3.55  0.101
H  1.38  2.81  -1.90  0.132
H  1.77  1.22  -3.45  0.091
H  4.26  1.36  -1.91  0.123
H  3.70  -0.01  -2.87  0.119
H  2.53  0.99  -0.24  0.094
H  3.52  -0.43  -0.46  0.124
H  1.81  -1.58  -1.43  0.083
H  0.98  -0.25  -1.89  0.053
O  -5.96  -5.68  2.44  0.134
C  -4.92  -5.68  3.30  -0.476
O  -4.87  -6.47  4.19  0.153
C  -3.85  -4.65  3.07  -0.111
C  -4.12  -3.40  2.51  -0.010
C  -3.11  -2.46  2.38  -0.096
C  -1.81  -2.80  2.76  -0.645
S  -0.48  -1.66  2.70  0.738
C  -1.54  -4.05  3.31  -0.100
C  -2.57  -4.96  3.49  0.017
H  -5.80  -5.09  1.69  0.105
H  -5.13  -3.12  2.22  0.125
H  -3.33  -1.48  1.98  0.099
H  -0.53  -4.30  3.60  0.098
H  -2.39  -5.92  3.94  0.135
Se  0.91  -5.21  0.66  0.757
C  0.29  -3.67  0.20  -0.965
N  -0.19  -2.65  -0.19  -0.150

As for the total charge: +1. The calculation puts the energy at -3923.131655 a.u. As for the spin multiplicity: 1. The calculation puts the molar mass at 590.3 g/mol. The calculation puts the frontier orbital gap (spin up / spin down) at 5.7 / 5.7 eV.

Density functional theory data (ωB97M-V/def2-TZVPD) for a cluster of 2 separate species, C7H13N2 in total in a non-equilibrium geometry.

Last column: Löwdin charge in e.
Positions of all 22 atoms, in Å:
C  -1.02  0.67  1.18  -0.086
C  -0.42  0.24  2.45  -0.080
C  -0.90  0.40  -0.06  0.060
C  0.21  -1.14  -1.37  -0.186
C  0.70  0.89  2.85  -0.220
C  -1.20  0.84  -1.45  -0.089
C  -0.50  -2.19  -2.05  -0.058
N  1.40  1.90  2.23  0.017
N  1.49  -1.16  -1.47  0.143
H  -1.86  1.24  1.40  0.133
H  -0.82  -0.46  3.01  0.054
H  1.17  0.57  3.82  0.138
H  -1.69  0.17  -2.00  0.023
H  -0.27  1.24  -1.87  0.109
H  -1.90  1.69  -1.24  0.121
H  -0.17  -3.05  -1.57  0.084
H  -0.20  -2.26  -3.13  0.129
H  -1.59  -2.04  -1.97  0.104
H  2.44  1.92  2.45  0.119
H  1.01  2.78  1.73  0.149
H  2.04  -1.81  -2.05  0.150
H  2.07  -0.42  -0.91  0.186

As for the total charge: +1. The calculation puts the energy at -383.580873 a.u. As for the spin multiplicity: 1. The calculation puts the molar mass at 125.2 g/mol. The calculation puts the frontier orbital gap at 7.7 eV.

Density functional theory data (ωB97M-V/def2-TZVPD) for a cluster of 4 separate species, C2H11NO4 in total in a non-equilibrium geometry.

Last column: Löwdin charge in e.
Positions of all 18 atoms, in Å:
C  -0.82  1.90  1.07  -0.008
C  0.03  1.15  0.10  -0.554
N  1.23  0.68  0.61  0.140
O  -0.12  1.11  -1.10  0.047
H  -1.18  2.86  0.71  0.097
H  -0.28  2.02  2.00  0.086
H  -1.80  1.46  1.25  0.065
H  1.51  0.26  1.47  0.094
H  1.86  0.42  -0.14  0.095
H  2.60  -2.42  -0.82  0.047
H  1.97  -2.68  0.52  0.032
O  1.73  -2.42  -0.38  -0.064
H  0.54  -1.49  -3.23  0.001
H  0.03  -0.04  -2.94  0.015
O  -0.16  -0.88  -3.39  -0.068
H  -2.21  0.21  2.46  -0.019
H  -1.75  -1.26  2.40  0.061
O  -2.12  -0.57  3.01  -0.068

As for the total charge: 0. The calculation puts the energy at -438.511898 a.u. As for the spin multiplicity: 1. The calculation puts the molar mass at 113.1 g/mol. The calculation puts the frontier orbital gap at 10.4 eV. As for the structure (SMILES): CC(N)=O.O.O.O.